#w
ORCA calculation (the ωB97M-V functional and the def2-TZVPD basis) on a cluster of 2 separate species, C2H10NO in total.

Geometry as XYZ:
```
14
Properties=species:S:1:pos:R:3
C 1.714 -0.613 -1.065
C 1.400 -0.048 0.345
N 0.035 -0.679 0.808
H 2.737 -0.987 -1.181
H 1.056 -1.445 -1.318
H 1.591 0.145 -1.838
H 2.030 -0.478 1.127
H 1.252 1.017 0.273
H -0.674 -0.035 0.493
H -0.011 -0.825 1.815
H -0.110 -1.567 0.324
H -3.724 2.014 0.861
H -3.891 2.009 -0.689
O -3.404 1.491 0.046
```

Properties
Net charge ... +2
Highest occupied orbital energy (spin up / spin down) ... -0.73707 / -0.73707 Ha
<S²> ... 0.75
Lowest unoccupied orbital energy (spin up / spin down) ... -9.2 / -16.5 eV
Multiplicity ... 2

What are the Löwdin partial charges on each atom? They are as follows, in elementary charge units: -0.050, -0.109, 0.179, 0.103, 0.077, 0.086, 0.133, 0.120, 0.133, 0.169, 0.158, 0.237, 0.243, 0.520


#x
ORCA calculation (the ωB97M-V functional and the def2-TZVPD basis) on a cluster of 2 separate species, C2H10NO in total.

Geometry as XYZ:
```
14
Properties=species:S:1:pos:R:3
C 0.333 1.167 1.745
N -0.309 1.339 0.406
H -1.277 1.662 0.499
H 0.291 1.890 -0.203
H -0.458 0.452 -0.135
H -0.215 0.486 2.389
H 0.533 2.097 2.273
H 1.356 0.813 1.591
C -0.344 -1.762 -1.649
O 0.347 -1.135 -0.634
H 1.337 -1.174 -0.614
H -1.354 -1.352 -1.626
H -0.379 -2.882 -1.415
H 0.140 -1.600 -2.626
```

Properties
Net charge ... +2
Highest occupied orbital energy (spin up / spin down) ... -0.82197 / -0.82182 Ha
<S²> ... 0.75
Lowest unoccupied orbital energy (spin up / spin down) ... -8.5 / -15.4 eV
Multiplicity ... 2

What are the Löwdin partial charges on each atom? They are as follows, in elementary charge units: 0.000, 0.148, 0.187, 0.177, 0.121, 0.116, 0.120, 0.105, 0.076, 0.174, 0.216, 0.142, 0.240, 0.179


Most stable structure - #x; separation to the second - 8.3 kcal/mol.


#w
ORCA calculation (the ωB97M-V functional and the def2-TZVPD basis) on the molecule C3H6N2O2.

Geometry as XYZ:
```
13
Properties=species:S:1:pos:R:3
C 0.740 1.130 0.267
C 1.553 -0.025 0.044
C 1.113 -1.214 -0.480
N -2.158 -0.560 0.758
N -1.111 -0.039 0.992
O -0.654 0.855 -0.019
O -2.978 -0.273 -0.318
H 0.669 1.591 1.301
H 1.015 1.831 -0.550
H 2.599 0.090 0.398
H 1.600 -2.132 -0.649
H 0.042 -1.427 -0.787
H -2.431 0.175 -0.957
```

Properties
Net charge ... 0
Highest occupied orbital energy ... -0.36134 Ha
SMILES string ... C=CCO/N=N\O
Lowest unoccupied orbital energy ... 0.8 eV

What are the Löwdin partial charges on each atom? They are as follows, in elementary charge units: -0.230, -0.172, 0.033, -0.053, 0.014, -0.174, 0.010, 0.146, 0.138, 0.114, 0.032, 0.071, 0.069


#x
ORCA calculation (the ωB97M-V functional and the def2-TZVPD basis) on a cluster of 2 separate species, C3H6N2O2 in total.

Geometry as XYZ:
```
13
Properties=species:S:1:pos:R:3
C -1.634 0.890 -1.420
C 0.375 -0.426 0.103
C 0.916 0.787 0.129
N -0.655 -0.676 1.046
N -0.866 1.578 -1.944
O 0.495 -1.448 -0.721
O -0.019 2.283 -2.362
H -2.296 0.207 -1.032
H 1.348 -1.625 -1.149
H 1.815 1.003 -0.375
H 0.731 1.326 1.107
H -0.334 -0.122 1.881
H -0.838 -1.673 1.263
```

Properties
Net charge ... 0
Highest occupied orbital energy ... -0.30770 Ha
SMILES string ... C#[N+][O-].C=C(N)O
Lowest unoccupied orbital energy ... 0.6 eV

What are the Löwdin partial charges on each atom? They are as follows, in elementary charge units: 0.135, -0.604, 0.000, 0.071, -0.239, 0.074, 0.025, 0.060, 0.136, 0.047, 0.090, 0.104, 0.104


#y
ORCA calculation (the ωB97M-V functional and the def2-TZVPD basis) on the molecule C3H6N2O2.

Geometry as XYZ:
```
13
Properties=species:S:1:pos:R:3
C 0.235 0.251 -0.413
C -0.272 -0.316 0.870
C -1.858 0.804 -0.161
H 2.578 -1.544 -0.928
H 3.031 -0.264 -0.019
H -0.053 0.392 1.684
H 0.024 -1.302 0.978
H -1.927 1.682 0.444
H -2.749 0.631 -0.809
N 2.173 -0.841 -0.170
N 1.339 -0.025 -1.010
O -1.725 -0.377 0.581
O -0.795 0.908 -1.048
```

Properties
Net charge ... 0
Highest occupied orbital energy ... -0.34011 Ha
SMILES string ... N/N=C1\COCO1
Lowest unoccupied orbital energy ... 1.0 eV

What are the Löwdin partial charges on each atom? They are as follows, in elementary charge units: -0.334, -0.065, -0.251, 0.124, 0.079, 0.144, 0.099, 0.126, 0.154, -0.053, 0.007, -0.066, 0.034


#z
ORCA calculation (the ωB97M-V functional and the def2-TZVPD basis) on the molecule C3H6N2O2.

Geometry as XYZ:
```
13
Properties=species:S:1:pos:R:3
C 0.225 -1.745 0.185
N 1.043 -0.709 0.529
C 0.979 0.628 -0.109
C -0.385 0.850 -0.808
N -1.387 1.070 0.093
O -0.559 1.016 -1.995
O -0.374 -2.484 0.936
H 0.002 -1.816 -0.909
H 1.192 -0.669 1.522
H 1.085 1.350 0.713
H 1.803 0.767 -0.803
H -2.302 1.131 -0.346
H -1.323 0.612 0.993
```

Properties
Net charge ... 0
Highest occupied orbital energy ... -0.37096 Ha
SMILES string ... NC(=O)CNC=O
Lowest unoccupied orbital energy ... 0.7 eV

What are the Löwdin partial charges on each atom? They are as follows, in elementary charge units: -0.380, 0.021, -0.086, -0.550, 0.157, 0.067, 0.030, 0.149, 0.126, 0.127, 0.116, 0.119, 0.104


Most stable structure - #z; separation to the second - 60.1 kcal/mol.


#w
ORCA calculation (the ωB97M-V functional and the def2-TZVPD basis) on a cluster of 2 separate species, C5H13OP in total.

Geometry as XYZ:
```
20
Properties=species:S:1:pos:R:3
C 0.036 1.024 -1.259
C 0.360 0.835 1.271
C 1.753 -0.490 -0.334
C -0.654 -0.993 0.208
C 0.373 0.140 -0.094
O -2.758 0.826 -0.205
P -2.380 -0.432 0.398
H -0.792 1.686 -1.184
H -0.354 0.324 -2.019
H 0.938 1.453 -1.505
H -0.643 1.023 1.604
H 0.840 0.213 2.004
H 0.980 1.808 1.178
H 2.105 -0.415 -1.411
H 2.477 -0.072 0.335
H 1.726 -1.598 -0.153
H -1.173 -0.774 -1.838
H -0.442 -1.813 0.854
H -3.198 -1.501 -0.084
H -2.809 -0.350 1.762
```

Properties
Net charge ... 0
Highest occupied orbital energy (spin up / spin down) ... -0.33523 / -0.34662 Ha
Lowest unoccupied orbital energy (spin up / spin down) ... -0.6 / -0.6 eV

What are the Löwdin partial charges on each atom? They are as follows, in elementary charge units: -0.090, -0.072, -0.058, -0.171, -0.675, -0.441, 0.553, 0.069, 0.022, 0.061, 0.048, 0.076, 0.127, 0.103, 0.065, 0.087, 0.222, 0.059, 0.004, 0.010


#x
ORCA calculation (the ωB97M-V functional and the def2-TZVPD basis) on a cluster of 2 separate species, C5H13OP in total.

Geometry as XYZ:
```
20
Properties=species:S:1:pos:R:3
C 1.778 -1.184 0.423
C 1.050 0.334 -1.457
C 0.065 0.601 0.796
C -2.919 0.245 1.000
C 1.399 0.316 0.082
O 2.371 1.314 0.252
P -3.420 -0.417 -0.366
H 0.959 -1.781 -0.076
H 2.813 -1.395 0.144
H 1.520 -1.340 1.440
H 1.719 -0.271 -1.936
H 0.072 -0.073 -1.794
H 1.181 1.374 -1.804
H -0.293 1.498 0.469
H -0.621 -0.204 0.727
H 0.185 0.850 1.785
H -3.721 1.024 1.116
H 2.954 1.186 1.037
H -4.435 -0.594 -1.304
H -2.656 -1.483 -0.534
```

Properties
Net charge ... 0
Highest occupied orbital energy ... -0.34306 Ha
SMILES string ... CC(C)(C)O.C#[PH2]
Lowest unoccupied orbital energy ... 0.1 eV

What are the Löwdin partial charges on each atom? They are as follows, in elementary charge units: -0.027, -0.039, -0.083, -0.363, -0.616, -0.027, 0.738, 0.097, 0.083, 0.053, 0.030, 0.086, 0.090, 0.053, 0.017, 0.058, -0.063, 0.119, -0.087, -0.120


Most stable structure - #w; separation to the second - 15.2 kcal/mol.


#w
ORCA calculation (the ωB97M-V functional and the def2-TZVPD basis) on a cluster of 2 separate species, C5H8IN in total.

Geometry as XYZ:
```
15
Properties=species:S:1:pos:R:3
C -1.678 2.219 0.458
C -2.076 1.140 1.090
C 0.448 -0.841 -0.404
C 0.686 -0.428 -1.828
C 1.380 -2.262 1.322
N 1.156 -1.425 0.403
I -2.962 -0.450 -0.039
H -1.595 2.147 -0.562
H -1.191 3.151 0.978
H 1.102 0.489 -1.767
H -0.271 -0.294 -2.246
H 1.256 -1.130 -2.280
H 1.223 -3.277 1.189
H 1.540 -2.054 2.348
H -2.050 0.951 2.114
```

Properties
Net charge ... 0
Highest occupied orbital energy ... -0.26483 Ha
Lowest unoccupied orbital energy ... 0.6 eV

What are the Löwdin partial charges on each atom? They are as follows, in elementary charge units: -0.148, -0.637, -0.117, -0.056, -0.063, -0.037, 0.751, -0.005, 0.105, 0.042, 0.038, 0.046, 0.036, 0.047, -0.002


#x
ORCA calculation (the ωB97M-V functional and the def2-TZVPD basis) on a structure of composition C5H8IN.

Geometry as XYZ:
```
15
Properties=species:S:1:pos:R:3
C -1.481 -0.837 -1.488
C -0.139 0.683 -0.164
C 1.216 -0.581 0.454
C 0.109 1.987 0.517
C 0.893 -1.442 1.379
N -0.962 0.455 -1.064
I 3.121 -0.007 -0.237
H -2.415 -1.044 -0.922
H -1.767 -0.760 -2.516
H -0.147 1.861 1.624
H -0.363 2.667 -0.152
H 1.148 2.073 0.373
H -0.183 -1.578 1.498
H -0.754 -1.566 -1.136
H 1.725 -1.910 1.836
```

Properties
Net charge ... 0
Highest occupied orbital energy ... -0.31244 Ha
Lowest unoccupied orbital energy ... 0.5 eV

What are the Löwdin partial charges on each atom? They are as follows, in elementary charge units: -0.098, -0.311, -0.721, -0.067, -0.114, -0.001, 0.797, 0.090, 0.065, 0.123, 0.073, -0.004, 0.071, 0.064, 0.034


Most stable structure - #x; separation to the second - 32.9 kcal/mol.


#w
ORCA calculation (the ωB97M-V functional and the def2-TZVPD basis) on a cluster of 2 separate species, C3H9N2O2 in total.

Geometry as XYZ:
```
16
Properties=species:S:1:pos:R:3
C 1.228 1.526 0.718
N 0.753 2.715 0.221
O 0.931 1.066 1.809
H 2.011 1.079 0.103
H 0.120 3.254 0.784
H 0.493 2.603 -0.750
C -0.695 -0.677 -1.264
O 0.013 0.476 -1.005
C -0.389 -1.803 -0.270
N -0.915 -1.516 1.065
H -1.800 -0.557 -1.269
H -0.434 -1.099 -2.264
H -0.790 -2.772 -0.608
H 0.699 -1.956 -0.233
H -0.262 -1.823 1.773
H -0.962 -0.514 1.192
```

Properties
Net charge ... -1
Highest occupied orbital energy ... -0.11154 Ha
Lowest unoccupied orbital energy ... 4.5 eV

What are the Löwdin partial charges on each atom? They are as follows, in elementary charge units: -0.478, 0.068, -0.053, 0.106, 0.073, 0.059, -0.470, -0.353, -0.322, -0.028, 0.080, 0.074, 0.078, 0.092, 0.041, 0.035


#x
ORCA calculation (the ωB97M-V functional and the def2-TZVPD basis) on a cluster of 2 separate species, C3H9N2O2 in total.

Geometry as XYZ:
```
16
Properties=species:S:1:pos:R:3
C 1.674 0.987 0.764
N 0.749 0.082 0.319
C 1.036 -0.766 -0.841
O 2.888 0.835 0.622
H 1.190 1.854 1.185
H -0.237 0.472 0.121
H 1.262 -1.799 -0.579
H 1.873 -0.330 -1.430
H 0.138 -0.730 -1.474
N -1.870 -1.316 0.452
C -2.292 -0.256 -0.552
O -1.492 0.803 -0.560
H -1.747 -0.883 1.382
H -2.666 -2.007 0.535
H -2.269 -0.809 -1.488
H -3.373 -0.027 -0.366
```

Properties
Net charge ... -1
Highest occupied orbital energy ... -0.13293 Ha
Lowest unoccupied orbital energy ... 4.3 eV

What are the Löwdin partial charges on each atom? They are as follows, in elementary charge units: -0.397, -0.052, -0.114, -0.070, 0.108, 0.014, 0.060, 0.076, 0.061, -0.046, -0.570, -0.300, 0.045, 0.050, 0.063, 0.071


Most stable structure - #x; separation to the second - 4.8 kcal/mol.